Record 1
Computed, not measured: a gas-phase ion, C52H64N3O3 (charge +1) at a distorted geometry, with the ωB97M-V functional and the def2-TZVPD basis.

Positions of all 122 atoms, in Å:
C  -2.125  -2.865  1.676
C  -3.359  -2.133  2.174
C  -4.455  -2.382  1.130
C  -3.801  -2.757  3.502
C  -3.050  -0.616  2.313
C  -3.686  0.285  1.446
C  -3.470  1.657  1.530
C  -2.877  2.189  2.670
C  -2.512  1.319  3.705
C  -2.662  1.820  5.164
C  -1.313  1.944  5.858
C  -3.632  0.903  5.923
C  -3.291  3.219  5.221
C  -2.188  -0.033  3.304
N  -1.019  -0.704  3.828
C  -1.088  -1.319  5.160
C  0.335  -1.524  5.551
N  1.107  -1.209  4.341
C  2.525  -1.541  4.373
C  2.949  -2.884  4.166
C  2.069  -4.147  3.887
C  2.782  -5.106  2.918
C  0.727  -3.872  3.244
C  1.870  -4.894  5.213
C  4.311  -3.191  4.307
C  5.261  -2.203  4.485
C  4.832  -0.919  4.783
C  3.474  -0.589  4.851
C  3.167  0.752  5.603
C  4.382  1.699  5.594
C  2.889  0.436  7.079
C  2.041  1.562  4.987
C  0.282  -0.670  3.377
C  0.698  -0.468  1.917
C  2.210  -0.222  1.699
C  3.069  -1.281  1.344
C  4.442  -1.082  1.236
C  4.947  0.179  1.602
N  6.223  0.261  2.228
O  6.564  1.364  2.724
O  6.936  -0.765  2.305
C  4.103  1.299  1.679
C  2.736  1.071  1.796
H  -1.334  -2.862  2.427
H  -2.355  -3.907  1.412
H  -1.730  -2.378  0.783
H  -5.380  -1.856  1.387
H  -4.124  -2.081  0.128
H  -4.683  -3.454  1.087
H  -4.457  -2.082  4.065
H  -4.353  -3.686  3.301
H  -2.945  -3.024  4.130
H  -4.362  -0.085  0.675
H  -3.821  2.311  0.734
H  -2.800  3.273  2.788
H  -0.705  2.703  5.348
H  -1.467  2.263  6.899
H  -0.752  1.007  5.866
H  -4.647  1.045  5.530
H  -3.405  -0.163  5.833
H  -3.634  1.169  6.988
H  -4.259  3.253  4.712
H  -3.457  3.484  6.273
H  -2.632  3.978  4.790
H  -1.618  -0.669  5.857
H  -1.643  -2.264  5.111
H  0.632  -0.853  6.363
H  0.534  -2.546  5.880
H  3.651  -5.596  3.371
H  2.084  -5.899  2.618
H  3.103  -4.582  2.009
H  0.103  -3.226  3.856
H  0.838  -3.442  2.243
H  0.176  -4.817  3.125
H  1.350  -4.280  5.955
H  1.281  -5.805  5.051
H  2.839  -5.182  5.637
H  4.667  -4.221  4.247
H  6.328  -2.416  4.411
H  5.598  -0.184  5.024
H  4.785  1.835  4.580
H  4.078  2.686  5.970
H  5.181  1.334  6.252
H  2.047  -0.249  7.213
H  3.773  -0.035  7.528
H  2.674  1.360  7.634
H  1.150  0.966  4.802
H  1.765  2.381  5.665
H  2.348  1.991  4.030
H  0.574  -1.542  1.694
H  2.691  -2.290  1.159
H  5.135  -1.874  0.993
H  4.515  2.298  1.764
H  2.075  1.917  1.972
C  0.394  4.519  -3.599
O  0.318  4.811  -2.186
C  0.549  3.783  -1.325
C  0.072  3.927  -0.002
C  -0.116  2.804  0.777
C  0.264  1.540  0.300
C  -0.193  0.245  0.986
C  -0.622  -0.689  -0.178
C  0.273  -1.657  -0.651
C  -0.128  -2.611  -1.589
C  -1.437  -2.597  -2.072
C  -2.281  -1.528  -1.734
C  -1.832  -0.515  -0.875
C  0.983  1.462  -0.899
C  1.063  2.539  -1.758
H  0.220  5.485  -4.074
H  1.382  4.115  -3.853
H  -0.378  3.793  -3.895
H  -0.229  4.911  0.340
H  -0.586  2.904  1.754
H  -1.093  0.555  1.521
H  1.309  -1.671  -0.301
H  0.602  -3.345  -1.931
H  -1.794  -3.400  -2.720
H  -3.286  -1.458  -2.171
H  -2.422  0.400  -0.728
H  1.396  0.509  -1.228
H  1.414  2.375  -2.779

Values from the calculation:
HOMO level	-10.31	eV
total charge	+1
gap between HOMO and LUMO	7.1	eV
2S+1	1

---

Record 2
Computed, not measured: 6 unconnected molecules or ions with the total composition C52H71ClFN2O2S at a distorted geometry, with the ωB97M-V functional and the def2-TZVPD basis.

Positions of all 130 atoms, in Å:
C  7.611  2.167  4.799
C  6.986  2.755  3.801
C  6.191  3.333  2.498
C  5.419  2.132  1.761
C  4.170  2.713  0.920
C  3.081  3.550  1.766
C  2.626  2.884  3.162
C  1.700  3.883  4.063
S  0.035  4.017  3.241
N  3.388  1.666  0.151
C  3.909  0.268  0.290
C  3.450  -0.530  1.602
C  1.951  -1.136  1.279
C  0.921  -0.630  2.426
C  -0.486  -1.421  2.456
C  -1.337  -1.317  1.080
C  -2.087  0.131  0.905
O  -1.872  0.618  -0.450
C  -2.984  1.429  -0.924
C  5.536  0.334  0.029
O  5.606  0.970  -1.317
C  5.988  -1.209  -0.134
C  6.562  -1.613  -1.588
F  7.396  -2.814  -1.369
N  6.279  1.138  1.022
C  7.605  1.645  0.639
C  8.557  0.793  -0.319
C  10.109  1.315  -0.253
Cl  10.928  0.961  1.355
H  8.250  1.417  5.407
H  6.867  3.979  1.821
H  5.448  4.099  2.974
H  4.948  1.515  2.636
H  4.596  3.443  0.116
H  3.514  4.599  2.009
H  2.103  3.745  1.157
H  3.593  2.723  3.799
H  2.098  1.868  3.074
H  2.250  4.881  4.218
H  1.557  3.408  5.115
H  -0.917  4.453  4.184
H  3.284  1.991  -0.840
H  2.404  1.656  0.523
H  3.478  -0.330  -0.617
H  4.121  -1.411  1.909
H  3.295  0.131  2.547
H  1.963  -2.287  1.147
H  1.550  -0.699  0.273
H  0.662  0.482  2.190
H  1.439  -0.764  3.444
H  -1.141  -0.916  3.282
H  -0.364  -2.526  2.798
H  -2.209  -2.086  1.183
H  -0.658  -1.569  0.188
H  -3.215  0.020  1.153
H  -1.675  0.927  1.652
H  -3.022  1.392  -2.078
H  -2.810  2.537  -0.624
H  -4.014  1.123  -0.515
H  4.930  0.577  -1.917
H  5.199  -1.996  0.129
H  6.866  -1.373  0.618
H  7.252  -0.845  -2.079
H  5.699  -1.952  -2.265
H  8.280  1.867  1.570
H  7.465  2.693  0.135
H  8.604  -0.338  -0.124
H  8.227  0.973  -1.419
H  10.114  2.445  -0.538
H  10.682  0.774  -1.104
C  -5.908  -1.410  -1.135
C  -6.206  -1.775  0.175
C  -7.532  -1.867  0.589
C  -8.561  -1.603  -0.311
C  -8.263  -1.241  -1.622
C  -6.937  -1.140  -2.033
H  -4.873  -1.335  -1.456
H  -5.403  -1.988  0.875
H  -7.764  -2.145  1.612
H  -9.595  -1.679  0.009
H  -9.065  -1.036  -2.324
H  -6.705  -0.853  -3.054
C  15.863  1.950  -1.566
C  16.066  3.326  -1.633
C  15.087  4.198  -1.167
C  13.908  3.695  -0.623
C  13.707  2.319  -0.552
C  14.682  1.447  -1.027
H  16.625  1.270  -1.933
H  16.988  3.718  -2.051
H  15.243  5.271  -1.225
H  13.147  4.376  -0.254
H  12.788  1.927  -0.127
H  14.522  0.374  -0.977
C  -10.351  -7.383  -0.996
C  -10.286  -6.125  -1.588
C  -9.743  -5.052  -0.887
C  -9.256  -5.239  0.404
C  -9.317  -6.498  0.995
C  -9.869  -7.569  0.297
H  -10.778  -8.219  -1.541
H  -10.660  -5.980  -2.597
H  -9.699  -4.069  -1.347
H  -8.828  -4.404  0.948
H  -8.936  -6.644  2.001
H  -9.922  -8.549  0.760
C  -13.533  -7.276  -3.078
C  -13.968  -7.429  -1.765
C  -15.305  -7.210  -1.444
C  -16.209  -6.848  -2.439
C  -15.774  -6.698  -3.753
C  -14.436  -6.908  -4.072
H  -12.490  -7.443  -3.328
H  -13.265  -7.718  -0.990
H  -15.643  -7.323  -0.419
H  -17.252  -6.682  -2.190
H  -16.480  -6.417  -4.529
H  -14.096  -6.786  -5.096
C  -2.550  5.655  -1.258
C  -2.404  6.381  -2.437
C  -3.495  7.057  -2.978
C  -4.729  7.014  -2.335
C  -4.873  6.291  -1.154
C  -3.786  5.608  -0.617
H  -1.700  5.126  -0.838
H  -1.440  6.420  -2.935
H  -3.383  7.617  -3.901
H  -5.578  7.545  -2.754
H  -5.835  6.260  -0.652
H  -3.900  5.040  0.300

Values from the calculation:
HOMO level	-10.09	eV
total charge	+1
gap between HOMO and LUMO	7.0	eV
2S+1	1